C29H62AlBBeBr2CsF11KN4O17P3S as an isolated structure. Source: the Open Molecules 2025 dataset; level of theory: ωB97M-V/def2-TZVPD.

The HOMO energy (spin up / spin down) is -13.283 / -13.283 eV. As for the total charge: +3. The multiplicity is 2. As for the HOMO-LUMO gap (spin up / spin down): 3.678 / 3.712 eV. For the LUMO energy (spin up / spin down), the calculation gives -9.605 / -9.571 eV.

```
134
C29H62AlBBeBr2CsF11KN4O17P3S, DFT ωB97M-V/def2-TZVPD
Cs 1.41 -2.07 3.69
Br 1.35 6.37 -0.73
Br 10.38 3.14 1.74
K -2.49 -1.98 -3.74
S 7.79 1.31 3.01
P 2.11 1.59 -3.33
P 5.18 5.33 -1.00
P 2.22 0.88 2.40
Al -1.93 3.22 -2.63
F -1.05 -1.07 -2.69
F 6.63 1.31 4.15
F 5.97 -0.58 2.88
F 8.54 0.18 3.90
F 7.15 0.94 -0.17
F 9.05 1.31 1.95
F 7.00 2.48 2.27
F 8.54 2.42 3.87
F 7.80 -1.05 1.93
F 4.02 -3.87 -0.45
F 6.21 -0.99 0.07
O 3.37 2.58 -2.84
O 1.64 2.01 -4.89
O 6.45 4.44 -1.18
O -1.72 0.92 -0.01
O 0.68 0.73 3.12
O -3.29 5.56 4.24
O 3.99 4.45 -0.63
O -0.15 4.48 4.89
O -4.55 -5.53 -2.83
O 1.42 -5.23 -2.77
O 3.23 0.26 3.36
O -0.13 -0.31 -4.64
O 2.06 1.01 -0.43
O -1.75 6.29 6.81
O 4.92 6.03 -2.35
O 2.58 2.49 2.34
O 5.40 6.37 0.13
N -0.30 2.52 1.12
N -4.56 -6.82 -3.03
N 0.98 -2.29 -1.59
N 0.56 3.29 -1.69
C -3.19 6.83 4.89
C -7.01 -7.92 -1.81
C 3.84 -0.33 0.53
C 0.14 5.73 -2.10
C -0.27 4.40 6.31
C -3.43 -6.85 -0.78
C -5.73 -7.15 -3.89
C 0.72 0.94 -0.86
C 1.74 -2.37 -0.30
C -1.28 5.48 -1.44
C 0.58 1.85 -2.17
C -5.54 -8.54 -4.53
C 6.32 0.25 0.66
C -5.83 -7.48 -0.95
C -4.49 -7.49 -1.69
C -7.05 -7.12 -3.11
C 2.31 0.09 0.64
C 6.91 -0.06 2.09
C -4.64 5.19 4.04
C 1.19 4.50 4.47
C -0.66 1.43 -3.01
C 1.43 -1.23 0.71
C -5.85 -6.20 -5.09
C -0.55 -0.03 -3.58
C -1.64 4.87 6.75
C -3.99 -8.95 -1.87
C 4.85 0.82 0.65
C 0.65 4.33 -2.75
C -1.84 6.97 5.57
B -0.43 1.50 0.13
Be 5.87 3.90 -2.76
H 0.16 -2.88 -1.46
H -6.03 -6.47 -0.58
H -3.50 -9.31 -0.97
H 2.23 -5.40 -3.31
H -6.95 -8.99 -2.02
H -6.28 -8.70 -5.32
H -1.02 6.68 4.90
H -3.29 7.60 4.12
H 0.80 -4.60 -3.22
H -5.17 5.10 4.99
H 0.39 3.24 0.90
H -1.22 2.93 1.26
H 1.67 4.54 -3.11
H -2.43 4.44 6.14
H -6.11 -5.19 -4.80
H -7.32 -6.08 -2.87
H -4.91 -6.17 -5.66
H 0.03 6.51 -2.88
H 3.46 3.24 -3.55
H -1.91 6.38 -1.44
H 4.82 1.49 -0.23
H -5.77 -8.12 -0.07
H 2.85 2.74 1.44
H -0.13 3.35 6.60
H 0.02 0.29 2.54
H -7.86 -7.50 -3.74
H 4.76 1.44 1.56
H 1.21 4.55 3.38
H -3.33 -7.42 0.14
H 1.72 5.38 4.86
H 1.82 1.22 -5.40
H -0.79 2.07 -3.93
H -7.94 -7.77 -1.26
H -3.27 -9.03 -2.68
H -4.56 -8.63 -4.99
H 1.40 -3.31 0.19
H 1.61 -1.68 1.76
H -5.15 5.91 3.39
H -0.02 4.17 -3.63
H -1.65 1.58 -2.38
H -2.45 -6.82 -1.27
H 2.82 -2.55 -0.55
H 1.56 -2.82 -2.24
H -1.58 -0.03 0.07
H -6.63 -6.54 -5.76
H -3.98 6.95 5.63
H 3.92 -0.74 -0.50
H 0.97 -6.07 -2.53
H -5.67 -9.37 -3.84
H -1.79 4.53 7.78
H 0.28 -1.05 0.67
H -1.74 4.68 -2.06
H 1.37 3.47 -1.09
H -4.80 -9.65 -2.05
H 1.71 3.58 4.78
H 0.50 5.01 6.79
H -1.69 8.02 5.81
H -3.70 -5.83 -0.48
H -1.08 5.12 -0.41
H 4.03 -1.14 1.26
H 0.39 -0.06 -1.21
H -4.65 4.21 3.55
```

These are the Mulliken partial charges, in e, on atoms 1 to 8: 1.1117, -0.0158, -0.0696, 1.0463, 1.3724, -0.5571, 0.6429, 1.0641



A 3-piece molecular cluster, C29H62FN3O13P3 overall. Source: the Open Molecules 2025 dataset; level of theory: ωB97M-V/def2-TZVPD.

The HOMO energy is -11.479 eV. As for the total charge: +1. As for the HOMO-LUMO gap: 7.480 eV. For the LUMO energy, the calculation gives -3.999 eV.

```
111
C29H62FN3O13P3, DFT ωB97M-V/def2-TZVPD
P 3.81 -0.05 4.65
P -7.35 3.25 0.20
P 2.86 -1.82 -4.65
F 2.97 -2.07 1.11
O 3.25 -1.36 -3.13
O 3.21 -0.43 -5.47
O -0.43 -3.89 4.74
O 4.05 -2.67 -4.97
O 5.66 -2.11 1.61
O -8.95 3.04 0.41
O -1.92 1.24 -0.27
O -7.35 4.63 -0.41
O -7.09 2.30 -1.13
O 6.00 -2.45 3.75
O -7.15 1.96 1.23
O 5.37 0.50 4.44
O 1.32 -1.29 -4.30
N 2.97 1.27 5.37
N 1.94 0.45 2.61
N 1.14 -2.38 4.14
C -1.27 -1.09 0.33
C 1.21 -1.87 2.75
C 1.36 -4.96 3.71
C -4.79 1.94 -1.85
C -1.36 0.02 -0.76
C -10.42 4.39 -0.96
C -5.87 1.39 1.46
C 0.94 -0.34 2.56
C 1.79 1.89 2.40
C 3.92 3.14 1.54
C -6.11 2.65 -2.10
C 0.32 -1.23 -5.31
C 5.59 -1.49 -2.52
C 3.72 -0.47 -6.81
C 4.21 -2.09 -2.37
C 0.44 -1.47 5.06
C 2.55 2.45 1.16
C 5.24 -2.44 2.86
C -4.83 2.40 1.92
C 0.10 -1.84 0.37
C 0.63 -3.72 4.24
C 3.75 -2.77 3.15
C 2.62 -0.30 -7.84
C 2.74 1.44 -0.03
C 2.78 -1.79 2.46
C 0.30 -2.59 1.73
C 3.15 -0.34 2.88
C 0.12 -2.54 -6.04
C -9.85 4.15 0.42
H 2.04 0.60 -7.63
H -0.59 -2.42 -6.86
H -11.12 3.60 -1.23
H 0.72 2.15 2.32
H 4.21 -3.15 -2.64
H 5.43 1.45 4.67
H 5.64 -0.52 -2.01
H -10.66 3.91 1.11
H 1.85 -4.82 2.73
H 0.60 -5.74 3.55
H -9.36 5.04 0.81
H 3.04 -0.23 -8.84
H -3.85 1.93 1.99
H -0.01 0.16 2.34
H 4.27 -1.39 -7.00
H 2.16 2.43 3.28
H -4.94 0.87 -1.77
H 2.41 0.96 6.16
H 6.35 -2.15 -2.09
H -1.26 1.71 0.25
H -5.10 2.80 2.90
H 1.93 -1.15 -7.82
H -2.07 -0.32 -1.54
H -2.03 -1.85 0.07
H 0.70 -3.58 1.48
H 0.95 -1.21 0.06
H -4.09 2.14 -2.66
H 3.57 2.05 5.63
H -4.33 2.29 -0.92
H -5.95 3.73 -2.14
H -0.61 -0.95 -4.81
H 2.40 0.41 0.17
H -0.61 -1.33 4.72
H 3.92 -0.01 2.16
H -1.59 -0.72 1.33
H 2.15 1.80 -0.89
H -6.50 2.35 -3.07
H -9.65 4.40 -1.73
H -6.00 0.64 2.24
H 4.72 2.84 0.85
H 0.39 -1.96 6.05
H -0.28 -3.30 -5.36
H 3.68 -2.77 4.24
H -4.76 3.25 1.23
H 3.81 4.23 1.42
H 0.97 -0.52 5.22
H -0.40 0.21 -1.28
H 5.84 -1.30 -3.56
H 0.02 -2.63 -0.40
H -5.54 0.85 0.57
H 1.06 -2.93 -6.45
H 6.31 -1.40 1.75
H 4.23 2.89 2.57
H 3.61 -3.81 2.80
H 4.43 0.36 -6.90
H -10.96 5.35 -1.00
H 0.54 -0.41 -6.00
H -0.71 -2.78 2.13
H 1.93 3.28 0.76
H 3.78 1.41 -0.39
H 3.91 -2.04 -1.32
H 2.10 -5.37 4.42
```

These are the Mulliken partial charges, in e, on atoms 1 to 8: 0.1046, 1.1501, 1.0083, -0.4043, -0.2555, -0.3275, -0.5321, -0.8235



C29H62INO11P2 as an isolated structure. Source: the Open Molecules 2025 dataset; level of theory: ωB97M-V/def2-TZVPD.

The HOMO energy is -9.019 eV. As for the HOMO-LUMO gap: 9.117 eV. For the LUMO energy, the calculation gives 0.098 eV.

```
106
C29H62INO11P2, DFT ωB97M-V/def2-TZVPD
I 2.32 -2.28 -6.18
P 2.03 0.05 -2.11
P 1.44 -0.39 -4.85
O -0.58 2.27 3.37
O 3.61 -4.27 -1.92
O 0.56 0.52 -1.87
O 2.35 -0.85 -0.86
O -4.33 3.23 0.95
O 3.14 4.09 3.23
O 2.51 0.74 -5.20
O 1.89 -0.97 -3.33
O 3.02 1.11 -2.33
O -0.93 -3.34 0.73
O -4.62 -1.76 -1.10
N 0.32 1.01 -0.50
C 0.19 2.99 4.33
C -5.23 2.76 1.95
C 1.51 1.18 3.56
C 1.29 2.04 4.80
C 0.35 -3.58 -1.25
C 4.41 6.00 3.79
C -4.22 -4.09 -0.96
C -3.75 -2.72 -0.49
C -5.96 1.56 1.35
C 3.85 4.50 2.05
C 0.42 3.42 -1.21
C -0.40 2.27 -0.65
C 0.08 -2.68 -0.05
C 2.83 -4.82 -2.99
C -4.24 2.26 -0.11
C 4.24 5.95 2.28
C 3.24 -6.56 -1.45
C -1.73 4.80 -0.67
C 0.10 1.06 3.01
C 3.03 -6.33 -2.95
C -4.89 0.99 0.41
C -0.27 4.81 -1.13
C 4.04 -5.33 -1.06
C -5.40 -2.40 -2.12
C 3.62 -1.55 -0.97
C 3.30 5.06 4.26
C -1.02 -4.23 -1.46
C -1.50 -4.41 -0.02
C -4.77 -3.76 -2.35
H 0.65 3.19 -2.25
H 3.87 -5.03 -0.02
H -0.75 2.52 0.36
H 1.21 1.25 -0.07
H 3.15 -4.37 -3.93
H -1.28 2.09 -1.26
H 1.97 0.22 3.77
H 2.28 -6.57 -0.93
H -3.19 2.11 -0.36
H 5.13 6.24 1.72
H 3.68 -2.20 -0.11
H 0.08 0.95 1.93
H 3.77 -7.49 -1.22
H -3.42 -4.83 -0.97
H 4.73 3.86 1.94
H -5.48 -4.50 -2.72
H 2.18 -6.88 -3.36
H 3.42 0.51 -4.98
H -4.65 2.47 2.83
H -2.42 4.60 -1.48
H 0.71 -3.02 -2.11
H 4.33 7.00 4.22
H -5.40 -1.77 -3.01
H 5.39 5.59 4.07
H -0.46 3.33 5.14
H 2.15 1.72 2.86
H -2.58 -4.38 0.07
H -0.31 -1.71 -0.36
H 3.92 -6.61 -3.50
H -6.83 1.89 0.77
H 3.66 -2.17 -1.86
H -5.29 0.37 -0.38
H 1.78 -4.55 -2.82
H -4.17 0.40 0.98
H 3.42 6.61 1.97
H -1.68 -3.54 -1.99
H 0.96 -2.52 0.57
H -5.91 3.57 2.23
H -4.76 2.66 -0.99
H -3.95 -3.69 -3.07
H 0.62 3.87 3.84
H 5.11 -5.48 -1.20
H -5.02 -4.46 -0.32
H 2.18 2.56 5.14
H -2.72 -2.52 -0.81
H 3.21 4.36 1.18
H 1.09 -4.34 -0.99
H 3.54 4.56 5.20
H 4.45 -0.85 -0.97
H -0.98 -5.17 -2.01
H -1.14 -5.36 0.40
H -0.25 5.23 -2.13
H -6.43 -2.49 -1.76
H 2.36 5.60 4.38
H 0.30 5.50 -0.52
H -0.43 0.21 3.46
H -3.79 -2.60 0.60
H 1.38 3.46 -0.69
H -1.98 5.80 -0.32
H 0.92 1.42 5.63
H -1.92 4.16 0.18
H -6.30 0.86 2.11
```

These are the Mulliken partial charges, in e, on atoms 1 to 8: -0.1777, 0.6528, -0.0266, -0.4289, -0.3875, -0.0704, 0.2703, -0.3740



C29H62LiNO29P as an isolated structure. Source: the Open Molecules 2025 dataset; level of theory: ωB97M-V/def2-TZVPD.

The HOMO energy is -1.862 eV. As for the total charge: -1. The calculation puts the energy relative to the best compared isomer or geometry (same formula, charge and spin) at 0.0 kJ/mol. As for the HOMO-LUMO gap: 3.617 eV. For the LUMO energy, the calculation gives 1.756 eV.

```
123
C29H62LiNO29P, DFT ωB97M-V/def2-TZVPD
P 3.09 -0.92 2.13
O -0.74 -4.83 -4.20
O 0.81 4.75 0.03
O -1.31 4.31 4.33
O 3.29 6.14 4.09
O 2.15 -0.30 3.02
O -4.38 -2.85 4.02
O 3.69 0.95 -5.97
O 0.52 -3.91 -5.88
O 3.30 -5.22 3.65
O 0.93 -3.40 -3.68
O 0.91 4.35 -2.19
O -1.05 4.63 -1.32
O 2.56 0.68 -4.01
O -3.05 -1.20 -3.68
O 2.06 -7.05 3.61
O 2.54 -2.25 1.59
O 4.41 4.29 5.02
O -3.42 -3.13 1.98
O -3.01 1.10 -3.28
O -3.52 4.21 4.86
O 4.22 -1.75 2.73
O -2.71 2.92 3.14
O 3.68 -0.04 1.07
O -2.45 0.41 -5.33
O 3.12 4.08 3.08
O 1.56 0.44 -6.09
O -5.78 -3.44 2.17
O 1.17 -5.10 4.36
O 0.25 -3.09 1.03
N -0.30 0.41 -0.29
C -2.78 2.40 -3.69
C -2.92 -2.19 -4.57
C 1.22 -3.75 4.44
C -4.48 -3.18 2.67
C -2.74 0.15 -4.20
C -0.48 -1.86 0.92
C -1.88 5.05 -0.29
C 0.34 4.65 -1.08
C 2.25 -5.80 3.88
C -1.41 -5.67 -5.12
C -4.89 3.83 4.51
C -2.53 3.86 4.01
C 0.10 -1.14 -0.27
C 0.30 1.22 0.67
C 0.14 0.86 -1.70
C 2.95 6.78 5.35
C -6.05 -3.65 0.84
C 2.66 0.69 -5.45
C 3.71 0.72 -3.16
C 3.65 4.79 4.15
C 2.08 -2.61 -3.98
C 2.88 -7.83 2.65
C 2.32 4.12 -2.11
C 3.34 2.63 3.10
C -3.17 -2.47 4.67
C -1.87 0.38 -0.23
C -0.25 4.05 3.49
C 1.64 0.48 -7.47
C 0.15 -4.01 -4.71
Li 3.66 -3.48 2.11
H -1.55 -1.93 0.88
H 2.53 2.21 3.69
H 3.93 -7.73 2.59
H 2.61 3.92 -3.20
H -3.00 -3.13 -3.85
H -5.62 4.38 5.25
H 1.86 -1.97 -5.00
H -1.75 2.65 -4.09
H 2.93 -3.24 -3.91
H -3.75 -2.20 -5.40
H 2.77 -7.51 1.61
H 1.77 -3.38 5.11
H 0.76 0.54 -7.87
H 2.03 -0.46 -7.91
H 4.25 -0.15 -3.31
H -3.53 -1.82 5.32
H -5.30 -4.58 0.65
H 4.31 2.47 3.58
H 1.16 -2.95 1.19
H 4.47 1.54 -3.38
H -4.94 4.11 3.44
H 2.33 1.31 -7.82
H -0.35 4.87 2.70
H 1.15 -1.06 -0.12
H 2.74 3.48 -1.42
H 0.05 1.95 -1.98
H 2.97 5.06 -1.91
H 1.20 0.70 -2.03
H 2.40 -8.76 2.65
H -1.79 6.21 -0.16
H 3.32 2.24 2.04
H 2.38 -1.75 -3.18
H -2.44 -3.26 4.80
H -0.13 2.32 0.68
H -2.37 -5.29 -5.26
H -2.43 -0.27 -0.98
H -5.15 2.83 4.35
H 3.96 7.14 5.98
H -1.74 4.53 0.59
H -2.66 -1.80 3.90
H -2.71 3.03 -2.81
H -5.66 -2.68 0.15
H 1.07 -3.32 3.53
H -0.83 -6.06 -5.97
H 0.15 0.82 1.47
H -3.40 2.84 -4.22
H 0.02 -1.82 -1.14
H 0.16 -3.63 4.61
H -6.95 -3.81 0.56
H -2.86 4.72 -0.38
H -2.15 0.33 0.72
H -2.29 1.39 -0.46
H 1.30 1.17 0.52
H -1.99 -2.17 -5.05
H -0.37 0.12 -2.48
H -0.11 -1.38 1.78
H 3.49 0.81 -2.06
H -1.69 -6.65 -4.55
H 2.39 6.19 6.09
H 0.75 4.14 3.84
H 2.25 7.63 5.18
H -0.42 2.90 3.07
```

These are the Mulliken partial charges, in e, on atoms 1 to 8: 0.8093, -0.2075, -0.4416, -0.3668, -0.2646, -0.6988, -0.3596, -0.5673



| no. | total energy (eV) | maximum force (hartree/bohr) |
| --- | --- | --- |
| 1 | -305036.291 | 0.117 |
| 2 | -92743.975 | 0.151 |
| 3 | -81768.998 | 0.034 |
| 4 | -101427.465 | 0.231 |